DFT (wB97M-V/def2-TZVPD) results for a molecular structure, C17H19N2O5S2V in a non-equilibrium geometry.

Properties
- Energy relative to the best compared isomer or geometry (same formula, charge and spin): 62.58 kJ/mol
- HOMO energy (spin up / spin down): -3.07 / -3.88 eV
- E: -78515.87170 eV
- HOMO-LUMO gap (spin up / spin down): 5.25 / 6.05 eV

ORCA input file:
```
! RIJCOSX wB97M-V def2-TZVPD def2/J DEFGRID3
* xyz -1 4
V -1.28 1.15 -0.79
O 2.15 3.64 3.14
C 2.21 2.90 1.99
O 2.55 1.75 2.06
C 1.91 3.75 0.72
O 1.81 2.98 -0.37
C 1.90 3.46 -1.69
C 0.86 2.96 -2.68
O 1.17 3.15 -3.87
O -0.25 2.50 -2.17
H 2.45 2.97 3.74
H 1.02 4.34 0.95
H 2.79 4.42 0.68
H 2.00 4.56 -1.78
H 2.86 3.09 -2.07
C -4.39 -0.97 0.39
C -3.34 0.17 0.42
S -3.75 1.54 -0.57
C -2.27 0.04 1.23
C -2.14 -1.26 1.93
S -1.01 1.23 1.49
H -5.20 -0.86 -0.33
H -4.86 -1.02 1.40
H -3.95 -1.98 0.23
H -1.22 -1.41 2.38
H -2.22 -2.12 1.31
H -2.91 -1.37 2.72
N 2.16 0.26 -0.93
C 1.78 -0.97 -0.44
C 2.70 -1.72 0.30
C 2.45 -3.02 0.74
C 1.25 -3.59 0.46
C 0.29 -2.92 -0.27
C -0.84 -3.60 -0.81
C -1.69 -2.99 -1.71
C -1.47 -1.60 -1.90
N -0.42 -0.89 -1.43
C 0.51 -1.56 -0.60
H 2.83 0.73 -0.34
H 1.35 0.88 -0.95
H 3.62 -1.26 0.51
H 3.14 -3.62 1.39
H 1.04 -4.57 0.82
H -0.93 -4.65 -0.53
H -2.51 -3.46 -2.21
H -2.16 -1.06 -2.56
*
```


DFT (wB97M-V/def2-TZVPD) results for C17H19N3O3 in the gas phase in a non-equilibrium geometry.

Properties
- Energy relative to the best compared isomer or geometry (same formula, charge and spin): 195.61 kJ/mol
- HOMO energy: -7.60 eV
- E: -28549.46748 eV
- HOMO-LUMO gap: 8.20 eV

ORCA input file:
```
! RIJCOSX wB97M-V def2-TZVPD def2/J DEFGRID3
* xyz 0 1
C -6.49 0.12 0.21
C -6.26 1.32 -0.70
O -5.36 1.05 -1.75
C -4.03 0.99 -1.52
C -3.40 1.27 -0.31
C -2.02 1.19 -0.20
C -1.25 0.82 -1.30
C -1.88 0.53 -2.51
C -3.24 0.62 -2.62
H -3.75 0.40 -3.55
H -1.27 0.25 -3.36
C 0.19 0.72 -1.20
N 1.01 0.40 -2.14
C 2.27 0.45 -1.58
C 2.13 0.82 -0.25
N 3.01 1.10 0.74
H 2.60 1.20 1.66
C 4.37 0.62 0.75
H 4.73 0.50 -0.27
C 4.49 -0.72 1.51
C 3.87 -1.92 0.77
H 4.60 -2.42 0.13
C 3.38 -2.79 1.92
H 2.57 -3.46 1.64
C 2.92 -1.72 2.91
H 2.97 -2.04 3.96
H 1.89 -1.39 2.69
O 3.81 -0.62 2.76
H 4.20 -3.37 2.34
H 3.03 -1.59 0.15
H 5.55 -0.91 1.71
H 4.97 1.36 1.27
O 0.82 0.99 0.00
C 3.43 0.14 -2.29
N 4.40 -0.13 -2.84
H -1.55 1.42 0.74
H -3.97 1.57 0.56
H -5.92 2.19 -0.11
H -7.19 1.59 -1.20
H -6.86 -0.72 -0.38
H -5.57 -0.19 0.70
H -7.23 0.37 0.97
*
```


DFT (wB97M-V/def2-TZVPD) results for a molecular structure, C17H19N5O2Pt in a non-equilibrium geometry.

Properties
- Energy relative to the best compared isomer or geometry (same formula, charge and spin): 0.00 kJ/mol
- HOMO energy (spin up / spin down): -21.16 / -21.80 eV
- E: -32679.58403 eV
- HOMO-LUMO gap (spin up / spin down): 8.27 / 4.33 eV

ORCA input file:
```
! RIJCOSX wB97M-V def2-TZVPD def2/J DEFGRID3
* xyz 4 5
N 0.31 2.61 -0.36
C 0.29 3.77 -0.27
C 0.25 5.21 -0.24
H -0.79 5.55 -0.29
H 0.80 5.63 -1.09
H 0.70 5.57 0.69
N 1.85 -1.21 -0.61
C 2.82 -1.83 -0.78
C 3.99 -2.60 -1.07
H 4.58 -2.09 -1.85
H 3.69 -3.60 -1.41
H 4.59 -2.69 -0.16
N -2.24 -1.41 -0.42
C -3.32 -1.82 -0.32
C -4.67 -2.34 -0.25
H -4.72 -3.14 0.49
H -4.97 -2.73 -1.23
H -5.36 -1.54 0.04
Pt 0.36 -0.26 0.43
C 0.00 -1.93 1.23
O -0.31 -2.98 1.64
C 1.73 0.77 1.21
O 2.55 1.50 1.59
C 0.54 1.32 -3.15
C -0.85 1.39 -3.03
C -1.61 0.22 -3.04
C -0.98 -1.02 -3.16
C 0.42 -1.09 -3.26
C 1.18 0.08 -3.26
H 1.15 2.23 -3.14
H -1.34 2.36 -2.92
H -2.69 0.28 -2.94
H -1.56 -1.95 -3.16
H 0.90 -2.07 -3.34
H 2.27 0.04 -3.34
N -1.83 2.06 3.23
C -2.62 0.93 3.28
C -2.05 0.00 2.45
N -0.92 0.59 1.90
C -0.79 1.82 2.38
H -1.98 2.93 3.72
H -3.52 0.85 3.87
H -2.36 -1.00 2.22
H -0.02 2.55 2.17
*
```